Below is a 11-piece molecular cluster, C87H188N10O12 overall, with properties calculated with ωB97M-V/def2-TZVPD.

Cartesian coordinates (Å):
C (0.49774, 2.03980, -0.77998)
C (0.07555, 0.55653, -1.07699)
C (0.63622, 0.25026, -2.44560)
C (0.78680, -0.35759, -0.08291)
C (0.10322, -0.40231, 1.28917)
C (-1.37086, -0.84062, 1.17433)
C (-2.11940, 0.11024, 0.20190)
C (-3.51371, -0.54817, -0.04906)
C (-2.38501, 1.48137, 0.86647)
N (-1.35687, 0.17025, -1.08231)
O (-2.09689, 0.99939, -1.96936)
H (0.43181, 2.35104, 0.27598)
H (1.53179, 2.19540, -1.03513)
H (-0.16214, 2.71322, -1.35928)
H (-0.07718, 0.76579, -3.10218)
H (1.59021, 0.63864, -2.62012)
H (0.57904, -0.78418, -2.67310)
H (0.80898, -1.37592, -0.55593)
H (1.80509, 0.08141, -0.01094)
H (0.65055, -1.11833, 1.90101)
H (0.28727, 0.61815, 1.72504)
H (-1.90082, -0.83704, 2.14282)
H (-1.49755, -1.81753, 0.74721)
H (-3.43091, -1.34746, -0.75715)
H (-4.10265, 0.26032, -0.48923)
H (-4.01587, -0.86391, 0.90487)
H (-3.20295, 1.52160, 1.54266)
H (-2.50483, 2.19463, -0.00339)
H (-1.48820, 1.82319, 1.46388)
H (-2.64498, 0.40858, -2.52496)
C (-5.50136, -1.80336, -3.38678)
C (-4.36224, -1.87723, -4.37212)
C (-3.20361, -2.53172, -3.62332)
C (-4.80401, -2.78637, -5.51708)
C (-3.93648, -2.69205, -6.74895)
C (-3.79841, -1.21658, -7.16344)
C (-3.21941, -0.37587, -6.06453)
C (-1.71752, -0.62803, -5.80909)
C (-3.35371, 1.10643, -6.48475)
N (-4.14140, -0.49020, -4.90443)
O (-3.72758, 0.33769, -3.88559)
H (-5.88259, -2.83910, -3.12737)
H (-5.15829, -1.29027, -2.55276)
H (-6.33558, -1.15752, -3.77092)
H (-3.61593, -3.08802, -2.79682)
H (-2.58353, -3.18478, -4.31444)
H (-2.64367, -1.62766, -3.22163)
H (-4.75870, -3.79320, -5.06616)
H (-5.82031, -2.65656, -5.78794)
H (-2.90534, -3.04060, -6.46012)
H (-4.33624, -3.34795, -7.49754)
H (-4.84649, -0.90678, -7.36341)
H (-3.17924, -1.12067, -8.07804)
H (-1.33869, -0.35123, -6.75049)
H (-1.45087, -1.62949, -5.45522)
H (-1.32667, 0.19300, -5.20711)
H (-4.42389, 1.31296, -6.53570)
H (-2.81645, 1.20600, -7.44008)
H (-2.73953, 1.73643, -5.83063)
H (-4.23715, 1.14197, -3.85638)
C (3.72018, 2.15897, 1.26967)
C (3.65359, 2.84009, 2.65931)
C (2.20934, 2.87619, 3.24968)
C (4.48746, 2.03403, 3.66457)
C (5.95922, 2.14005, 3.43355)
C (6.32378, 3.63034, 3.57986)
C (5.53063, 4.57082, 2.63876)
C (5.70760, 5.97952, 3.30934)
C (6.15099, 4.66146, 1.19180)
N (4.10715, 4.24962, 2.73024)
O (3.44308, 5.06128, 1.83543)
H (3.31714, 1.08848, 1.41297)
H (3.14912, 2.72806, 0.55216)
H (4.72187, 2.17374, 0.91877)
H (2.24086, 3.41571, 4.15370)
H (1.55246, 3.42026, 2.54021)
H (1.88864, 1.84485, 3.45236)
H (4.24881, 2.35066, 4.68856)
H (4.25813, 0.97830, 3.64642)
H (6.64024, 1.56717, 4.14589)
H (6.27429, 1.73805, 2.46363)
H (7.40860, 3.82620, 3.52873)
H (6.09507, 4.00366, 4.60930)
H (5.19096, 6.71568, 2.70448)
H (6.74224, 6.18027, 3.45000)
H (5.28529, 6.11332, 4.32842)
H (5.50229, 5.14776, 0.48283)
H (6.41484, 3.67020, 0.80404)
H (7.04244, 5.20832, 1.22966)
H (2.88862, 5.60556, 2.42477)
C (7.56605, -1.55651, -5.37222)
C (6.29246, -1.21869, -4.38890)
C (5.86701, 0.27374, -4.62658)
C (5.15876, -2.23187, -4.73757)
C (4.05401, -2.22668, -3.70270)
C (4.57439, -2.35102, -2.24496)
C (5.67050, -1.37157, -1.88169)
C (5.03233, -0.01813, -1.63097)
C (6.33637, -1.78861, -0.64879)
N (6.70500, -1.45714, -3.00921)
O (7.75730, -0.54393, -2.76497)
H (7.60379, -2.61111, -5.48959)
H (7.36132, -1.14812, -6.34535)
H (8.55121, -1.17563, -5.12552)
H (5.24935, 0.63469, -3.79378)
H (6.79526, 0.94575, -4.62765)
H (5.39218, 0.38809, -5.58157)
H (4.71175, -1.96082, -5.71048)
H (5.55338, -3.27162, -4.76698)
H (3.37490, -1.33538, -3.68526)
H (3.41154, -3.06587, -3.91031)
H (4.84947, -3.40559, -2.13454)
H (3.68679, -2.22800, -1.53374)
H (5.88759, 0.65848, -1.71241)
H (4.63557, 0.09093, -0.65287)
H (4.29340, 0.33402, -2.31334)
H (6.98153, -2.66515, -0.78239)
H (5.63320, -2.01229, 0.17118)
H (7.02983, -1.06969, -0.32441)
H (8.49312, -1.11534, -2.49704)
C (-7.02817, -0.08030, -0.05527)
C (-7.37154, -0.26719, 1.37979)
C (-8.52480, 0.70936, 1.62078)
C (-7.93426, -1.63384, 1.59214)
C (-8.06862, -2.03508, 3.12532)
C (-6.75282, -1.97034, 3.75332)
C (-6.02991, -0.67747, 3.53853)
C (-6.68261, 0.38275, 4.39452)
C (-4.54912, -0.78259, 3.89093)
N (-6.10533, -0.19648, 2.08695)
O (-5.29510, 0.94852, 1.91892)
H (-6.48359, 0.80711, -0.34404)
H (-6.45378, -0.94526, -0.43699)
H (-8.00827, -0.15976, -0.61105)
H (-9.41760, 0.56343, 0.94827)
H (-8.96342, 0.63664, 2.64941)
H (-8.29516, 1.78691, 1.41097)
H (-8.83002, -1.58161, 0.96504)
H (-7.18283, -2.27679, 1.13722)
H (-8.81539, -1.36096, 3.56700)
H (-8.42439, -3.07173, 3.28066)
H (-6.12261, -2.81294, 3.47895)
H (-6.89357, -2.08609, 4.81163)
H (-7.81166, 0.39966, 4.31603)
H (-6.40582, 1.38862, 4.08539)
H (-6.58347, 0.25949, 5.40911)
H (-4.02292, 0.13656, 3.76080)
H (-4.14023, -1.46374, 3.17995)
H (-4.31087, -1.20476, 4.90586)
H (-5.82444, 1.73917, 2.06249)
C (-1.31611, 1.53338, 7.13057)
C (-0.55955, 0.49518, 6.24887)
C (-1.29047, 0.52839, 4.81397)
C (0.86962, 0.94185, 6.05695)
C (1.66922, -0.06965, 5.25570)
C (1.65145, -1.43264, 5.89918)
C (0.23414, -1.88534, 6.29130)
C (-0.33411, -2.52290, 4.96569)
C (0.39047, -3.04158, 7.22639)
N (-0.52506, -0.78934, 6.94910)
O (-1.88465, -1.22440, 7.13887)
H (-1.29647, 2.58174, 6.74754)
H (-2.38099, 1.36143, 7.25286)
H (-0.74713, 1.65476, 8.01555)
H (-1.14833, 1.50193, 4.29933)
H (-0.86207, -0.20617, 4.14431)
H (-2.30547, 0.31364, 4.93851)
H (0.84621, 1.89613, 5.53462)
H (1.22557, 1.05982, 7.10064)
H (1.33116, -0.11879, 4.20777)
H (2.75905, 0.25299, 5.27859)
H (2.33441, -1.34713, 6.77641)
H (2.16552, -2.17579, 5.28059)
H (0.17002, -2.07487, 4.07946)
H (-1.38771, -2.28947, 4.96384)
H (-0.16094, -3.57866, 5.11251)
H (0.81798, -2.63315, 8.15955)
H (0.87047, -3.93031, 6.76721)
H (-0.56183, -3.47033, 7.48459)
H (-2.06556, -1.15570, 8.05952)
C (3.06007, 3.33686, -4.44049)
C (3.60509, 4.52942, -3.50254)
C (3.34426, 4.17318, -2.06354)
C (5.10120, 4.64347, -3.78578)
C (5.71551, 6.00617, -3.37552)
C (4.85706, 7.25379, -3.88322)
C (3.34870, 7.06164, -3.66764)
C (3.16724, 7.36115, -2.13335)
C (2.49131, 8.08398, -4.44762)
N (2.90109, 5.71756, -4.06019)
O (1.50466, 5.54536, -3.91074)
H (3.14857, 3.57422, -5.53893)
H (3.72340, 2.50806, -4.29888)
H (2.05208, 2.99363, -4.21469)
H (3.70149, 3.18322, -1.80238)
H (3.88687, 4.72271, -1.29849)
H (2.27643, 4.17941, -1.78943)
H (5.58102, 3.79687, -3.27176)
H (5.17693, 4.60278, -4.86632)
H (5.76063, 5.95174, -2.29249)
H (6.77422, 6.00804, -3.62652)
H (5.02701, 7.39191, -4.95995)
H (5.18284, 8.21421, -3.47729)
H (4.09094, 7.08996, -1.59032)
H (2.31345, 6.84776, -1.73376)
H (2.88138, 8.39015, -1.97027)
H (2.57459, 9.07423, -4.07008)
H (1.39947, 7.75423, -4.28365)
H (2.84052, 8.06666, -5.50634)
H (1.15601, 5.46190, -3.01335)
C (-6.39519, -7.77245, 2.07931)
C (-5.81954, -7.08729, 0.85622)
C (-5.18339, -8.21518, -0.02252)
C (-7.01347, -6.38729, 0.07118)
C (-6.43286, -5.47393, -1.04429)
C (-5.48875, -4.45654, -0.42855)
C (-4.36587, -4.99635, 0.37101)
C (-3.23177, -5.64136, -0.46817)
C (-3.83708, -3.83894, 1.26016)
N (-5.00989, -5.97726, 1.34597)
O (-3.92029, -6.57034, 2.08513)
H (-7.15192, -8.53300, 1.71644)
H (-5.52356, -8.24540, 2.57249)
H (-6.69601, -6.98528, 2.76913)
H (-6.03181, -8.96907, -0.01265)
H (-4.95154, -7.99546, -1.05264)
H (-4.40127, -8.64523, 0.55326)
H (-7.77907, -7.05915, -0.34209)
H (-7.50625, -5.68633, 0.76125)
H (-5.74371, -6.11701, -1.70815)
H (-7.17969, -5.01830, -1.68997)
H (-6.03707, -3.87309, 0.24708)
H (-5.08866, -3.85181, -1.22476)
H (-2.40618, -6.05805, 0.11938)
H (-2.96092, -4.92911, -1.25420)
H (-3.53201, -6.50532, -1.10047)
H (-3.42440, -3.02580, 0.66596)
H (-3.04328, -4.27376, 1.98265)
H (-4.58176, -3.52200, 1.97823)
H (-3.96070, -6.07933, 2.91867)
C (3.50674, -2.45740, 1.49684)
C (3.25704, -3.94287, 1.82053)
C (3.63255, -4.19752, 3.32162)
C (1.72637, -4.20221, 1.58383)
C (1.28643, -5.61803, 1.54079)
C (2.01499, -6.30267, 0.38282)
C (3.52777, -6.22469, 0.56713)
C (4.00866, -7.24102, 1.61202)
C (4.19224, -6.60953, -0.78018)
N (4.00831, -4.82797, 0.84341)
O (5.37221, -4.79645, 1.12355)
H (2.67550, -1.91352, 1.96483)
H (4.50017, -2.04533, 1.91673)
H (3.55170, -2.26517, 0.43211)
H (2.92875, -3.63036, 3.92075)
H (3.30471, -5.24749, 3.52679)
H (4.65765, -3.89808, 3.58065)
H (1.18242, -3.59024, 2.38399)
H (1.54423, -3.64528, 0.60935)
H (1.43465, -6.18699, 2.48313)
H (0.22023, -5.57753, 1.44383)
H (1.71993, -5.77533, -0.56891)
H (1.74442, -7.35371, 0.32227)
H (5.11302, -7.24374, 1.57682)
H (3.59806, -8.19204, 1.30028)
H (3.61198, -6.93437, 2.58632)
H (3.92584, -7.62896, -0.99298)
H (5.28427, -6.41911, -0.68341)
H (3.88288, -5.94291, -1.60606)
H (5.47194, -4.99149, 2.07153)
C (-0.32683, 9.23268, 2.44826)
O (-0.02853, 7.91113, 2.07353)
C (-0.24789, 7.61064, 0.73682)
C (-0.68877, 6.14924, 0.44452)
C (0.38216, 5.16978, 0.96648)
N (-0.80056, 5.96373, -0.99695)
H (-1.34491, 9.61845, 2.21134)
H (0.42507, 9.88914, 2.03332)
H (-0.07815, 9.29317, 3.51376)
H (-1.02122, 8.30641, 0.28247)
H (0.67472, 7.83608, 0.14893)
H (-1.55854, 5.86708, 1.01908)
H (1.31062, 5.61801, 0.73583)
H (0.34061, 4.26873, 0.40668)
H (0.38156, 5.02092, 2.06769)
H (-1.30694, 6.74321, -1.35064)
H (-1.43614, 5.19352, -1.09275)
O (-0.21391, 3.50754, -5.74681)
C (-0.84317, 3.06778, -4.56986)
C (-2.01896, 3.96272, -4.02742)
O (-2.63071, 3.49358, -2.81938)
H (0.28646, 4.35107, -5.62208)
H (-1.01717, 1.94945, -4.61354)
H (-0.10020, 3.12643, -3.76677)
H (-2.81454, 4.23610, -4.71167)
H (-1.46010, 4.90524, -3.78365)
H (-2.28512, 2.58753, -2.71911)

Atomic forces in eV per Å
C -1.7 -0.1 0.4
C 0.7 0.3 0.7
C -2.6 0.7 -0.4
C -0.2 -0.5 -0.2
C 0.5 0.1 -0.1
C 0.3 1.7 -0.3
C -0.6 -0.7 1.3
C 0.4 1.5 0.5
C 2.5 1.1 -1.4
N -0.2 -0.1 0.7
O 0.2 0.0 -0.1
H -0.3 -0.5 -0.3
H 0.3 -0.1 -0.4
H 0.5 -0.1 0.2
H 0.5 -0.2 -0.4
H 1.6 0.5 -0.1
H 0.0 -1.1 -0.2
H 0.2 0.7 0.6
H -0.4 -0.7 0.1
H 0.1 0.0 0.3
H -0.7 -0.9 0.0
H 0.3 0.1 -0.3
H 0.5 -0.8 -0.1
H 0.0 -0.7 -0.4
H -0.4 -0.3 0.0
H 0.6 0.3 -1.0
H -0.9 -0.3 0.2
H -0.2 -0.4 1.2
H -0.7 -0.3 -0.7
H 0.4 0.1 0.1
C -2.0 -0.5 -1.2
C -0.8 0.1 -0.6
C 1.4 1.5 -0.9
C 0.9 -0.7 0.5
C 1.8 0.3 1.1
C -0.9 -1.3 -0.8
C -0.2 1.3 1.0
C -1.2 0.4 0.6
C 1.2 -0.8 -0.4
N -0.7 -1.8 -1.2
O 1.3 0.0 1.3
H 0.4 1.3 -0.2
H 0.6 0.6 2.0
H 0.5 -0.8 0.1
H 0.2 -0.4 0.2
H -0.5 0.9 1.1
H 0.0 -1.6 -0.1
H 0.0 0.1 -0.4
H -1.2 0.6 -0.2
H -0.8 0.0 -0.5
H 0.0 -0.2 -0.7
H 0.6 0.4 -0.2
H -0.4 0.0 0.4
H 1.2 -0.5 -1.4
H 0.1 0.4 -0.2
H 0.0 -0.6 0.6
H 0.3 0.5 -0.1
H -0.7 0.1 -0.1
H -0.8 0.1 0.2
H -0.7 0.3 -0.4
C -1.3 -0.6 1.4
C -0.6 0.0 0.5
C 0.4 -0.6 -2.2
C 0.1 -0.4 0.5
C 2.2 0.7 0.7
C 0.1 0.2 0.3
C 1.1 0.9 0.8
C -1.3 -0.4 0.0
C -1.3 -1.6 0.9
N 1.4 -1.2 0.8
O -1.4 0.9 -0.4
H 0.6 1.5 -0.6
H -0.5 0.0 -0.2
H 1.0 -0.4 -0.3
H 0.0 0.6 1.2
H 0.1 -0.7 0.5
H -0.2 0.4 -0.3
H 0.1 0.2 -0.2
H -0.7 -0.3 -0.3
H -1.3 0.5 -0.5
H -0.3 0.2 -0.1
H -0.3 -0.1 -0.5
H -0.2 -0.7 -0.5
H 0.4 0.4 -0.3
H 1.0 0.4 -0.4
H -0.1 -0.8 -0.5
H -0.4 0.2 -0.1
H -0.2 0.1 0.0
H 1.4 0.9 0.2
H 0.1 -0.2 -0.6
C -1.8 0.8 1.0
C 1.0 0.2 -1.5
C 1.8 0.2 0.9
C 0.3 0.6 0.2
C -0.6 1.1 1.4
C -1.7 -1.1 -0.3
C -0.9 -0.4 -2.1
C 1.8 0.9 -0.5
C 0.7 -1.8 1.4
N -0.6 -0.4 0.5
O 0.5 0.1 0.7
H 0.2 -1.1 0.0
H -0.4 0.2 -0.5
H -0.1 0.2 0.7
H 0.1 -0.1 -0.9
H -1.2 -1.0 0.0
H -0.4 0.1 -0.4
H 0.4 -0.3 0.2
H 0.0 0.7 -0.2
H 0.7 -0.4 -0.7
H -0.4 -0.4 0.0
H 0.5 0.2 0.3
H 1.2 0.0 -0.9
H -0.2 0.5 0.2
H -0.3 -0.3 1.1
H -0.7 -0.1 -0.6
H -0.5 -0.2 -0.2
H 0.4 0.2 -0.5
H 0.7 1.4 0.6
H -0.3 0.2 -0.1
C -1.0 -1.7 -2.5
C 0.2 1.5 0.0
C -1.5 1.9 1.2
C 0.3 -1.1 0.8
C -2.0 -0.2 -2.4
C 1.3 -0.2 0.4
C 0.2 2.2 -0.3
C -2.5 1.0 -1.8
C -0.2 -0.9 0.8
N 0.6 -1.4 1.8
O -0.7 -0.2 -0.4
H -0.1 0.4 0.3
H 0.1 0.4 0.3
H 1.0 0.4 0.2
H 1.1 -0.4 0.4
H 0.5 0.2 -0.8
H 0.2 -0.8 0.4
H -0.2 -0.9 0.5
H -0.2 -0.6 -0.1
H 0.3 -0.2 0.2
H -0.2 0.5 -0.5
H 0.0 -0.2 -0.4
H 0.1 0.0 0.8
H 1.1 -0.2 -0.3
H 0.4 0.1 0.3
H 1.0 -0.3 2.5
H 0.1 0.7 0.0
H 0.6 -0.7 -0.6
H -0.6 0.5 -0.8
H -0.4 0.2 0.2
C 0.4 0.8 -1.3
C -1.8 1.3 -1.8
C 2.2 0.1 0.8
C -0.2 -0.2 0.6
C 1.7 0.5 -0.1
C 0.6 0.7 1.3
C 0.8 -0.8 -1.7
C 0.0 1.6 0.7
C -0.2 -0.3 1.3
N -0.1 -0.3 -0.1
O 0.4 -0.3 -1.7
H 0.3 -0.8 -0.5
H 0.1 -0.6 0.4
H 0.1 -0.3 1.5
H -0.1 -0.3 0.6
H 0.0 -0.2 -0.1
H -1.6 -0.2 0.1
H 0.2 0.2 0.2
H 0.5 0.1 -0.6
H 0.1 0.2 0.3
H -1.2 -0.2 -0.5
H -0.7 -0.1 -0.1
H -0.5 0.0 -0.1
H -0.5 -0.6 0.4
H -0.5 -0.3 -0.4
H -0.1 -0.3 -0.8
H 0.3 -0.8 -0.3
H 0.6 0.9 0.4
H -0.8 0.1 0.2
H 0.2 0.2 1.2
C 0.8 1.0 -0.1
C -1.0 -1.0 -2.0
C -0.5 -0.1 1.2
C -0.3 1.2 -0.3
C -1.0 0.0 0.5
C 0.8 -1.5 -1.2
C -0.4 1.1 2.0
C 0.1 -0.4 -0.5
C -0.8 -1.9 -0.5
N 0.6 -0.3 0.6
O -0.4 0.1 -1.1
H -0.3 0.2 1.2
H 0.4 -0.8 0.3
H 0.0 0.3 0.1
H 0.0 -0.7 -0.6
H -0.1 0.8 -0.2
H 0.3 0.1 -0.1
H 0.2 0.3 -0.4
H 0.4 -0.5 -0.3
H -0.2 0.5 0.5
H 0.0 0.4 -0.6
H 0.1 -0.4 0.0
H -0.1 -0.2 0.5
H -0.7 0.2 0.0
H -0.4 -0.7 0.4
H 0.5 0.5 0.0
H 0.4 0.8 0.4
H 1.7 0.6 -0.8
H -0.8 0.0 0.5
H 0.7 0.2 0.7
C 0.7 -0.7 -0.2
C -1.6 0.4 -1.8
C -2.5 -0.1 0.9
C 0.9 1.0 -0.3
C 1.7 -2.1 -0.4
C -0.5 -0.4 -1.4
C 0.5 -1.6 1.4
C -0.7 -0.5 -0.8
C 1.7 -2.0 1.1
N 1.3 0.5 -0.3
O -0.1 0.3 0.3
H 0.6 1.0 1.0
H -0.7 -0.3 -0.1
H -0.8 -0.3 0.0
H 1.1 0.5 -0.4
H 0.3 0.2 -0.1
H 1.1 -0.4 0.1
H 0.5 -0.2 0.3
H -0.1 -0.4 0.1
H -1.3 0.7 0.5
H -0.1 0.1 0.1
H -1.0 1.3 0.8
H 0.2 0.6 -0.2
H 0.0 0.7 0.0
H 0.7 0.2 0.5
H -0.4 0.5 0.6
H -0.1 -0.1 0.2
H -0.7 0.8 -1.5
H -0.6 0.4 -0.3
H 0.1 -0.3 -0.2
C 1.3 0.2 1.1
C 0.2 -0.6 -0.2
C -1.3 -0.9 -1.0
C 0.9 2.9 0.6
C 0.2 -0.8 0.2
C -0.5 1.1 -0.2
C 1.1 0.3 -0.8
C 0.0 1.0 -0.3
C 0.5 1.4 0.4
N -1.9 0.8 0.3
O 0.5 0.0 0.3
H 0.3 0.2 -0.2
H -1.5 -0.8 -0.4
H -0.4 -0.1 -0.1
H 0.1 0.5 0.1
H 1.0 0.7 0.2
H -0.3 -0.5 0.0
H 0.6 -0.8 -1.0
H -0.2 -0.9 0.9
H 0.2 0.5 -0.3
H -0.8 -0.4 -0.5
H 0.3 -0.6 0.8
H -0.1 -0.1 -0.2
H -0.6 -0.3 0.4
H 0.2 -0.4 0.3
H 0.3 -0.5 0.0
H 0.2 -0.5 -0.3
H -0.6 -0.7 -0.1
H -0.2 -0.3 0.4
H 0.1 -0.1 -0.2
C 0.7 0.3 0.6
O -0.8 -0.6 0.6
C -0.7 0.6 -2.0
C 1.8 0.0 1.5
C -0.5 1.2 0.7
N 0.2 -0.2 0.6
H 0.5 -0.6 0.1
H 0.1 0.5 -0.7
H -0.7 -0.1 0.0
H 0.5 -0.6 0.6
H -0.3 -0.4 0.2
H -0.9 0.5 -0.1
H 1.3 0.3 -0.3
H -0.2 -0.9 -0.1
H -0.4 0.0 -0.7
H -0.5 0.8 -0.6
H -0.2 -0.7 -0.6
O -0.2 0.6 -0.6
C 0.3 -0.4 1.3
C 1.1 0.9 0.2
O 0.8 -0.4 -0.8
H -0.6 -1.0 0.4
H -0.4 1.4 -0.4
H 0.0 0.0 0.3
H 0.1 -0.3 -0.6
H -0.6 -0.4 -0.2
H -0.3 0.1 0.7

Values from the calculation:
Max |F| = 0.0636 hartree/bohr
LUMO level = 0.015 Eh
DFT total energy = -4877.52318 a.u.
SMILES = CC1(C)CCCC(C)(C)N1O.CC1(C)CCCC(C)(C)N1O.CC1(C)CCCC(C)(C)N1O.CC1(C)CCCC(C)(C)N1O.CC1(C)CCCC(C)(C)N1O.CC1(C)CCCC(C)(C)N1O.CC1(C)CCCC(C)(C)N1O.CC1(C)CCCC(C)(C)N1O.CC1(C)CCCC(C)(C)N1O.COC[C@H](C)N.OCCO
Highest occupied orbital energy = -8.37 eV
2S+1 = 1
Frontier orbital gap = 8.8 eV
Molecular weight = 1566.52 g/mol